a.
C5H14 | ωB97M-V/def2-TZVPD

Properties
- SMILES = CCC.CC
- total charge = 0

Bonds (Å) are listed after each position.
Geometry (Å):
1 C -1.601 -1.664 -1.747  C2 1.501, H4 1.164, H5 1.173, H6 1.004
2 C -0.960 -0.388 -1.287  C1 1.501, C3 1.493, H7 1.124, H8 1.226
3 C -1.364 0.988 -1.706  C2 1.493, H9 1.245, H10 0.986, H11 1.080
4 H -1.538 -1.858 -2.893  C1 1.164
5 H -1.093 -2.571 -1.203  C1 1.173
6 H -2.565 -1.868 -1.556  C1 1.004
7 H 0.160 -0.486 -1.283  C2 1.124
8 H -1.071 -0.400 -0.066  C2 1.226
9 H -1.496 1.180 -2.929  C3 1.245
10 H -0.577 1.530 -1.463  C3 0.986
11 H -2.201 1.533 -1.297  C3 1.080
12 C 1.403 0.000 1.770  C13 1.510, H14 1.091, H15 1.099, H16 1.146
13 C 2.184 0.975 2.619  C12 1.510, H17 1.161, H18 1.128, H19 1.074
14 H 1.574 -1.051 2.008  C12 1.091
15 H 0.346 0.260 1.920  C12 1.099
16 H 1.616 0.083 0.647  C12 1.146
17 H 2.553 1.869 1.975  C13 1.161
18 H 3.047 0.435 3.105  C13 1.128
19 H 1.586 1.432 3.385  C13 1.074

These are the Löwdin partial charges, in e, on atoms 1 to 8: -0.147 -0.355 -0.141 0.101 0.106 0.004 0.098 0.140

b.
C5H14 | ωB97M-V/def2-TZVPD

Properties
- SMILES = CCC.CC
- total charge = 0

Bonds (Å) are listed after each position.
Geometry (Å):
1 C 2.229 1.650 -0.864  C2 1.575, H4 0.961, H5 1.030, H6 1.177
2 C 1.040 1.236 0.081  C1 1.575, C3 1.570, H7 1.003, H8 1.113
3 C 1.879 0.556 1.221  C2 1.570, H9 0.990, H10 1.130, H11 1.059
4 H 2.157 2.602 -0.976  C1 0.961
5 H 2.019 1.295 -1.808  C1 1.030
6 H 3.220 1.078 -0.590  C1 1.177
7 H 0.508 2.042 0.352  C2 1.003
8 H 0.611 0.366 -0.465  C2 1.113
9 H 1.262 0.368 1.972  C3 0.990
10 H 1.883 -0.517 0.867  C3 1.130
11 H 2.691 1.134 1.579  C3 1.059
12 C -1.887 -1.174 -0.307  C13 1.553, H14 1.064, H15 1.085, H16 1.088
13 C -3.164 -2.039 -0.124  C12 1.553, H17 1.153, H18 1.048, H19 0.984
14 H -1.649 -1.033 -1.335  C12 1.064
15 H -1.976 -0.191 0.141  C12 1.085
16 H -1.102 -1.543 0.349  C12 1.088
17 H -3.374 -2.210 0.997  C13 1.153
18 H -2.899 -2.997 -0.455  C13 1.048
19 H -3.936 -1.766 -0.669  C13 0.984

These are the Löwdin partial charges, in e, on atoms 1 to 8: -0.105 -0.226 -0.126 -0.005 0.031 0.121 0.055 0.090

Pick a: it beats the second-best structure by 0.0322 hartree.

a.
C5H14 | ωB97M-V/def2-TZVPD

Properties
- SMILES = CCC.CC
- total charge = 0

Bonds (Å) are listed after each position.
Geometry (Å):
1 C 1.281 -0.502 -1.189  C2 1.534, H4 1.120, H5 1.095, H6 1.084
2 C 0.708 0.450 -2.247  C1 1.534, C3 1.560, H7 1.078, H8 1.100
3 C -0.607 1.032 -1.641  C2 1.560, H9 1.103, H10 1.112, H11 1.081
4 H 2.007 -1.139 -1.753  C1 1.120
5 H 0.427 -1.125 -0.902  C1 1.095
6 H 1.884 -0.273 -0.318  C1 1.084
7 H 1.376 1.222 -2.596  C2 1.078
8 H 0.367 -0.132 -3.115  C2 1.100
9 H -0.460 1.600 -0.707  C3 1.103
10 H -0.771 1.978 -2.204  C3 1.112
11 H -1.518 0.454 -1.574  C3 1.081
12 C -0.624 0.321 2.568  C13 1.547, H14 1.072, H15 1.095, H16 1.082
13 C -0.576 -1.120 2.007  C12 1.547, H17 1.087, H18 1.080, H19 1.097
14 H -1.648 0.550 2.787  C12 1.072
15 H 0.015 0.312 3.457  C12 1.095
16 H -0.236 1.014 1.834  C12 1.082
17 H -0.400 -1.808 2.830  C13 1.087
18 H -1.445 -1.477 1.474  C13 1.080
19 H 0.219 -1.357 1.290  C13 1.097

These are the Löwdin partial charges, in e, on atoms 1 to 8: -0.144 -0.288 -0.135 0.072 0.056 0.065 0.091 0.101

b.
C5H14 | ωB97M-V/def2-TZVPD

Properties
- SMILES = CCC.CC
- total charge = 0

Bonds (Å) are listed after each position.
Geometry (Å):
1 C -0.984 2.058 -1.239  C2 1.530, H4 1.096, H5 1.096, H6 1.094
2 C -1.373 1.452 0.111  C1 1.530, C3 1.543, H7 1.091, H8 1.093
3 C -1.162 -0.077 0.113  C2 1.543, H9 1.090, H10 1.087, H11 1.104
4 H -1.794 2.007 -1.974  C1 1.096
5 H -0.097 1.578 -1.669  C1 1.096
6 H -0.748 3.125 -1.191  C1 1.094
7 H -0.734 1.888 0.881  C2 1.091
8 H -2.439 1.599 0.302  C2 1.093
9 H -1.297 -0.548 -0.861  C3 1.090
10 H -0.196 -0.318 0.549  C3 1.087
11 H -1.891 -0.622 0.738  C3 1.104
12 C 1.225 -2.261 0.579  C13 1.583, H14 1.091, H15 1.082, H16 1.088
13 C 2.110 -0.955 0.452  C12 1.583, H17 1.083, H18 1.097, H19 1.080
14 H 1.183 -2.504 1.641  C12 1.091
15 H 0.228 -2.155 0.172  C12 1.082
16 H 1.744 -3.055 0.045  C12 1.088
17 H 2.738 -1.188 -0.399  C13 1.083
18 H 2.735 -1.128 1.338  C13 1.097
19 H 1.564 -0.025 0.489  C13 1.080

These are the Löwdin partial charges, in e, on atoms 1 to 8: -0.134 -0.294 -0.138 0.069 0.069 0.062 0.097 0.095

Pick b: it beats the second-best structure by 0.0062 hartree.

a.
C5H14 | ωB97M-V/def2-TZVPD

Properties
- SMILES = CCC.CC
- total charge = 0

Bonds (Å) are listed after each position.
Geometry (Å):
1 C 0.667 -0.697 2.207  C2 1.536, H4 1.108, H5 1.076, H6 1.073
2 C -0.125 -1.069 0.945  C1 1.536, C3 1.568, H7 1.060, H8 1.126
3 C -1.259 -0.010 0.718  C2 1.568, H9 1.094, H10 1.106, H11 1.099
4 H 0.191 0.051 2.871  C1 1.108
5 H 1.653 -0.301 2.035  C1 1.076
6 H 0.791 -1.516 2.890  C1 1.073
7 H 0.405 -1.200 0.037  C2 1.060
8 H -0.586 -2.075 1.158  C2 1.126
9 H -1.686 0.401 1.638  C3 1.094
10 H -0.841 0.769 0.053  C3 1.106
11 H -2.082 -0.635 0.345  C3 1.099
12 C 0.782 1.187 -1.436  C13 1.527, H14 1.085, H15 1.131, H16 1.085
13 C -0.132 0.316 -2.293  C12 1.527, H17 1.110, H18 1.110, H19 1.092
14 H 1.327 1.858 -2.093  C12 1.085
15 H 0.278 2.003 -0.836  C12 1.131
16 H 1.497 0.730 -0.760  C12 1.085
17 H -0.088 -0.754 -2.000  C13 1.110
18 H 0.315 0.148 -3.295  C13 1.110
19 H -1.108 0.794 -2.184  C13 1.092

These are the Löwdin partial charges, in e, on atoms 1 to 8: -0.125 -0.285 -0.113 0.072 0.054 0.051 0.052 0.108

b.
C5H14 | ωB97M-V/def2-TZVPD

Properties
- SMILES = CCC.CC
- total charge = 0

Bonds (Å) are listed after each position.
Geometry (Å):
1 C -1.498 1.495 1.784  C2 1.530, H4 1.087, H5 1.087, H6 1.092
2 C -0.798 0.165 2.066  C1 1.530, C3 1.535, H7 1.091, H8 1.063
3 C -1.033 -0.839 0.929  C2 1.535, H9 1.079, H10 1.091, H11 1.095
4 H -1.275 1.860 0.785  C1 1.087
5 H -1.150 2.238 2.498  C1 1.087
6 H -2.568 1.410 1.985  C1 1.092
7 H 0.271 0.374 2.018  C2 1.091
8 H -1.123 -0.235 2.996  C2 1.063
9 H -0.277 -0.697 0.172  C3 1.079
10 H -1.026 -1.877 1.264  C3 1.091
11 H -1.979 -0.736 0.388  C3 1.095
12 C 2.106 -0.462 -1.682  C13 1.522, H14 1.091, H15 1.080, H16 1.088
13 C 1.144 -0.384 -2.858  C12 1.522, H17 1.077, H18 1.099, H19 1.094
14 H 2.704 0.443 -1.567  C12 1.091
15 H 1.540 -0.571 -0.769  C12 1.080
16 H 2.786 -1.303 -1.802  C12 1.088
17 H 0.910 -1.356 -3.258  C13 1.077
18 H 1.525 0.231 -3.685  C13 1.099
19 H 0.197 0.137 -2.687  C13 1.094

These are the Löwdin partial charges, in e, on atoms 1 to 8: -0.129 -0.302 -0.119 0.070 0.061 0.071 0.096 0.085

Pick b: it beats the second-best structure by 0.0307 hartree.

a.
C5H14 | ωB97M-V/def2-TZVPD

Properties
- SMILES = CCC.CC
- total charge = 0

Bonds (Å) are listed after each position.
Geometry (Å):
1 C -1.468 -0.330 1.206  C2 1.549, H4 1.089, H5 1.088, H6 1.084
2 C -0.618 -1.579 0.864  C1 1.549, C3 1.525, H7 1.092, H8 1.088
3 C -0.655 -1.998 -0.602  C2 1.525, H9 1.088, H10 1.098, H11 1.091
4 H -2.144 -0.115 0.380  C1 1.089
5 H -2.022 -0.553 2.116  C1 1.088
6 H -0.811 0.507 1.410  C1 1.084
7 H -0.991 -2.412 1.465  C2 1.092
8 H 0.415 -1.416 1.165  C2 1.088
9 H -0.527 -3.073 -0.720  C3 1.088
10 H 0.166 -1.578 -1.199  C3 1.098
11 H -1.553 -1.662 -1.123  C3 1.091
12 C 1.447 1.550 0.090  C13 1.525, H14 1.085, H15 1.090, H16 1.089
13 C 1.128 1.983 -1.337  C12 1.525, H17 1.090, H18 1.088, H19 1.088
14 H 0.642 1.796 0.776  C12 1.085
15 H 1.567 0.468 0.141  C12 1.090
16 H 2.364 2.017 0.446  C12 1.089
17 H 1.032 3.065 -1.429  C13 1.090
18 H 1.892 1.723 -2.068  C13 1.088
19 H 0.136 1.609 -1.579  C13 1.088

These are the Löwdin partial charges, in e, on atoms 1 to 8: -0.101 -0.307 -0.127 0.066 0.064 0.033 0.091 0.084

b.
C5H14 | ωB97M-V/def2-TZVPD

Properties
- SMILES = CCC.CC
- total charge = 0

Bonds (Å) are listed after each position.
Geometry (Å):
1 C 1.316 0.764 2.066  C2 1.535, H4 1.084, H5 1.090, H6 1.096
2 C 0.035 1.139 1.307  C1 1.535, C3 1.516, H7 1.090, H8 1.098
3 C 0.329 1.884 0.019  C2 1.516, H9 1.103, H10 1.092, H11 1.088
4 H 1.119 0.335 3.042  C1 1.084
5 H 1.977 1.630 2.106  C1 1.090
6 H 1.844 0.052 1.421  C1 1.096
7 H -0.592 0.277 1.083  C2 1.090
8 H -0.594 1.758 1.960  C2 1.098
9 H 1.030 1.281 -0.583  C3 1.103
10 H -0.540 1.901 -0.642  C3 1.092
11 H 0.823 2.848 0.118  C3 1.088
12 C -1.543 -1.568 -1.220  C13 1.525, H14 1.089, H15 1.093, H16 1.088
13 C -0.169 -1.930 -1.774  C12 1.525, H17 1.088, H18 1.092, H19 1.092
14 H -1.842 -2.283 -0.455  C12 1.089
15 H -1.499 -0.594 -0.726  C12 1.093
16 H -2.326 -1.465 -1.968  C12 1.088
17 H -0.015 -3.007 -1.780  C13 1.088
18 H 0.644 -1.485 -1.194  C13 1.092
19 H 0.002 -1.537 -2.778  C13 1.092

These are the Löwdin partial charges, in e, on atoms 1 to 8: -0.116 -0.331 -0.136 0.065 0.069 0.067 0.077 0.099

c.
C5H14 | ωB97M-V/def2-TZVPD

Properties
- SMILES = CCC.CC
- total charge = 0

Bonds (Å) are listed after each position.
Geometry (Å):
1 C -1.339 -1.620 -1.293  C2 1.537, H4 1.078, H5 1.067, H6 1.105
2 C -0.168 -1.565 -0.299  C1 1.537, C3 1.520, H7 1.115, H8 1.090
3 C 0.970 -0.634 -0.685  C2 1.520, H9 1.129, H10 1.144, H11 1.134
4 H -1.180 -1.012 -2.169  C1 1.078
5 H -2.298 -1.348 -0.912  C1 1.067
6 H -1.602 -2.625 -1.667  C1 1.105
7 H -0.359 -1.347 0.778  C2 1.115
8 H 0.175 -2.599 -0.260  C2 1.090
9 H 1.598 -0.151 0.119  C3 1.129
10 H 1.564 -1.157 -1.511  C3 1.144
11 H 0.584 0.268 -1.253  C3 1.134
12 C -0.289 1.944 0.596  C13 1.540, H14 1.071, H15 1.086, H16 1.024
13 C 0.749 1.517 1.650  C12 1.540, H17 1.095, H18 1.096, H19 1.108
14 H -1.176 1.360 0.739  C12 1.071
15 H -0.436 3.017 0.669  C12 1.086
16 H 0.179 1.846 -0.308  C12 1.024
17 H 0.679 2.264 2.447  C13 1.095
18 H 1.728 1.305 1.207  C13 1.096
19 H 0.619 0.537 2.151  C13 1.108

These are the Löwdin partial charges, in e, on atoms 1 to 8: -0.113 -0.311 -0.148 0.061 0.050 0.071 0.099 0.088

Pick b: it beats the second-best structure by 0.0037 hartree.